Here is a cluster of 4 separate species, C2H14N2O3 in total in a non-equilibrium geometry from the OMol25 dataset. Energies are from ωB97M-V/def2-TZVPD.

The calculation puts the largest force on an atom at 2.7 eV/A. As for the orbital gap: 10.3 eV. The SMILES is NCCN.O.O.O. The relative energy (zero: lowest compared OMol25 entry of this formula, charge and spin) comes out at 38.31 kcal/mol. The value obtained for the HOMO energy is -9.64 eV.

Last column: Mulliken charge in e.
Positions of all 21 atoms, in Å:
N: -3.020 -1.456 -0.097  -0.629
C: -1.976 -0.676 -0.772  -0.424
C: -0.613 -0.637 0.075  -0.653
N: 0.070 0.648 0.233  -0.529
H: -3.897 -1.364 -0.576  0.225
H: -2.668 -2.442 -0.114  0.237
H: -1.648 -1.113 -1.733  0.194
H: -2.358 0.296 -0.926  0.470
H: 0.055 -1.176 -0.629  0.289
H: -0.817 -1.115 1.030  0.434
H: 0.788 0.540 0.947  0.075
H: -0.712 1.092 0.721  0.226
O: 0.173 1.836 -2.301  -0.692
H: 0.000 1.307 -1.468  0.429
H: -0.153 1.132 -2.884  0.327
O: 3.584 1.852 1.202  -0.637
H: 4.041 2.665 0.909  0.318
H: 2.784 1.873 0.647  0.316
O: 1.830 -1.243 2.044  -0.629
H: 2.524 -1.735 1.610  0.316
H: 2.015 -0.286 2.081  0.334